Entry 1:
Entry from the OMol25 dataset: a molecular structure, C18H37BN4O16V (ωB97M-V with the def2-TZVPD basis set).

Calculated values
**Charge**: +1
**Orbital gap (spin up / spin down)**: 5.468 / 1.531 eV
**Highest occupied orbital energy (spin up / spin down)**: -0.3986 / -0.3986 Eh
**2S+1**: 3
**Expectation value of S²**: 2.058

Cartesian coordinates (Å):
O -27.9844 21.5204 -9.5495
V -26.6781 21.4089 -8.6740
N -23.6745 20.9746 -7.0810
O -22.7094 20.3402 -7.5379
O -24.8290 20.9829 -7.5244
O -23.5142 21.6217 -6.0767
O -32.7257 22.7104 -11.1197
C -32.1503 21.6600 -10.8650
O -32.6878 20.6411 -10.2134
B -31.6593 19.5463 -10.1278
O -30.4074 20.0696 -10.6776
C -30.7185 21.3355 -11.1716
O -29.8312 22.1365 -11.6741
O -31.5370 19.0260 -8.7562
C -32.1837 17.8842 -8.6258
O -32.3841 17.2722 -7.6170
C -32.4443 17.4172 -10.0962
O -31.8773 18.2500 -10.8977
O -32.6819 16.2387 -10.4542
C -27.8571 19.8942 -13.1371
O -26.9696 20.4768 -12.1487
C -26.6553 21.8333 -12.4967
C -25.3611 22.3739 -11.8000
N -25.4604 22.4011 -10.3733
C -25.0247 23.7299 -9.9738
C -26.0375 24.3465 -9.0712
O -26.1119 23.4632 -7.9562
C -26.3362 24.1720 -6.7122
H -27.4382 19.9580 -14.1414
H -28.8244 20.3952 -13.1763
H -27.9505 18.8236 -12.9549
H -27.4646 22.4622 -12.1258
H -26.4555 22.0196 -13.5519
H -25.2114 23.3678 -12.2218
H -24.5453 21.7400 -12.1474
H -24.5609 21.9492 -10.2904
H -24.8610 24.5470 -10.6764
H -24.0636 23.6881 -9.4614
H -27.0173 24.3620 -9.5486
H -25.7371 25.3644 -8.8228
H -26.8244 23.4994 -6.0070
H -26.9830 25.0477 -6.7662
H -25.4084 24.5459 -6.2791
C -29.3966 19.9686 -5.3235
C -29.0972 20.7543 -6.6325
C -29.2308 22.2732 -6.5217
O -28.9040 22.9432 -7.7412
C -29.7350 24.0950 -8.0011
N -27.7324 20.3322 -6.9897
H -28.6644 19.9707 -4.5160
H -29.6536 18.9099 -5.3583
H -30.2823 20.4713 -4.9350
H -29.8583 20.3246 -7.2838
H -28.5645 22.6468 -5.7442
H -30.2098 22.5121 -6.1061
H -29.5970 24.3877 -9.0419
H -29.5899 25.0072 -7.4223
H -30.7992 23.8599 -8.0218
H -27.0987 20.4016 -6.2063
H -28.0112 19.3700 -6.8610
C -27.6089 17.7061 -10.3236
C -26.4500 18.0495 -9.3707
C -25.1462 17.1713 -9.2725
O -24.0644 18.0327 -9.3479
C -22.8874 17.2551 -9.3298
N -26.0748 19.3912 -9.7515
H -27.2502 17.7542 -11.3518
H -28.4425 18.4083 -10.3126
H -27.9920 16.7056 -10.1228
H -26.7759 18.1054 -8.3320
H -25.0666 16.4527 -10.0881
H -25.1390 16.6178 -8.3335
H -22.0008 17.8821 -9.2358
H -22.8782 16.7048 -10.2706
H -22.8675 16.5348 -8.5120
H -26.1964 19.4352 -10.7532
H -25.0792 19.2468 -9.6628

Atoms 1-2, force components in eV/Å:
O 2.680 -0.379 1.635
V -3.663 -0.917 -3.941

Entry 2:
Entry from the OMol25 dataset: a single C5H7N molecule (ωB97M-V with the def2-TZVPD basis set).

Calculated values
**Charge**: 0
**Orbital gap**: 9.029 eV
**Energy above the lowest of the compared OMol25 structures with the same formula, charge and spin**: 32.96 kcal per mole
**SMILES string**: Cc1ccc[nH]1
**Highest occupied orbital energy**: -0.2966 Eh

Cartesian coordinates (Å):
C 1.9018 -0.0464 -0.0265
C 0.4253 0.1269 -0.0809
C -0.3738 1.2133 0.1482
C -1.7418 0.7655 0.0737
C -1.6808 -0.5639 -0.2601
N -0.3916 -0.9618 -0.3270
H 2.1928 -0.6321 0.8561
H 2.2771 -0.5624 -0.9155
H 2.3882 0.9281 0.0460
H 0.0043 2.2201 0.3075
H -2.4192 0.6257 0.9115
H -2.5292 -1.2201 -0.3913
H -0.1026 -1.9241 -0.3360

Atoms 1-2, force components in eV/Å:
C 0.164 0.029 -0.067
C 0.059 -0.009 -0.073

Entry 3:
Entry from the OMol25 dataset: 2 unconnected molecules or ions with the total composition C5H9N3O (ωB97M-V with the def2-TZVPD basis set).

Calculated values
**Charge**: 0
**Orbital gap**: 9.249 eV
**Energy above the lowest of the compared OMol25 structures with the same formula, charge and spin**: 141.87 kcal per mole
**SMILES string**: [O-][N+]1=NC=CC1.[H]/N=C/C
**Highest occupied orbital energy**: -0.3186 Eh

Cartesian coordinates (Å):
O -0.5135 1.2223 2.0825
N -1.1366 0.7974 1.1943
N -1.6169 1.3851 0.2330
C -2.0208 0.3730 -0.6982
C -1.7070 -0.8365 -0.2612
C -1.3046 -0.7066 1.0941
H -2.3205 0.6833 -1.6685
H -1.5725 -1.7486 -0.7552
H -2.2578 -0.7224 1.6997
H -0.6696 -1.2872 1.5646
H 2.1219 0.5064 1.7546
N 1.6756 0.6625 0.8248
C 1.9910 -0.1050 -0.0792
C 1.6500 0.1844 -1.4635
H 2.5273 -1.1367 0.0781
H 0.7253 0.4974 -1.7541
H 2.5002 0.8930 -1.6753
H 1.9286 -0.6617 -2.1704

Atoms 1-2, force components in eV/Å:
O 1.508 2.543 4.248
N 0.697 -4.172 -0.849

Let's list max |F| in order: 6.44; 2.42; 6.06 eV/A.